Density functional theory data (ωB97M-V/def2-TZVPD) for one molecule with the formula C2HCl3FN at a distorted geometry.

## Properties
ΔE to the lowest compared entry with this formula, charge and spin (kJ/mol): 474.0
DFT total energy (a.u.): -1611.79866
HOMO-LUMO gap (spin up / spin down) (eV): 9.80 / 8.51
Charge: 0
SMILES: F/N=C(\Cl)C(Cl)Cl

CARTESIAN COORDINATES (ANGSTROEM)
F (3.766, -0.714, 0.619)
N (2.560, -1.263, 0.342)
C (1.564, 0.014, -0.389)
Cl (2.375, 1.332, -0.843)
C (0.170, -0.454, -0.490)
Cl (-0.713, 0.547, -1.693)
Cl (0.080, -2.160, -0.934)
H (-0.320, -0.315, 0.371)

Atomic forces in eV per Å
F -0.206 0.255 -0.281
N -3.177 3.718 -1.972
C 3.707 -5.732 2.960
Cl 0.205 1.266 -0.407
C 1.402 0.331 -3.713
Cl -0.016 -0.034 0.064
Cl -0.032 -0.093 0.093
H -1.884 0.289 3.257

=====

Density functional theory data (ωB97M-V/def2-TZVPD) for C13H10Br3Cu2F9NO16S2 as an isolated structure at a distorted geometry.

## Properties
DFT total energy (a.u.): -14457.11826
HOMO-LUMO gap (spin up / spin down) (eV): 6.24 / 2.54
2S+1: 4
Charge: +2

CARTESIAN COORDINATES (ANGSTROEM)
Cu (0.489, 3.392, -0.215)
Cu (-0.041, 0.479, 2.593)
C (3.687, 1.357, 2.187)
F (3.062, 0.699, 1.200)
F (4.290, 0.603, 3.170)
F (4.596, 2.103, 1.574)
S (2.457, 2.630, 3.027)
O (3.239, 3.535, 3.855)
O (1.805, 3.273, 1.858)
N (1.382, 1.414, 3.781)
S (1.801, 1.517, 5.255)
O (3.107, 1.008, 5.552)
O (1.364, 2.739, 5.884)
C (0.664, 0.158, 5.988)
F (-0.361, -0.103, 5.192)
F (1.336, -1.006, 6.037)
F (0.223, 0.384, 7.192)
C (0.063, 0.674, -0.169)
O (0.450, -0.282, 0.569)
O (0.630, 1.328, -1.108)
O (-0.271, 1.524, 0.691)
C (-0.080, -1.155, -3.308)
C (-0.312, 0.150, -3.990)
O (-1.615, 0.397, -3.539)
C (-2.182, -0.762, -3.000)
O (-3.385, -0.882, -2.673)
O (-1.323, -1.701, -2.978)
F (-0.351, -0.096, -5.304)
H (0.464, -1.128, -2.365)
H (0.506, -1.867, -3.888)
H (0.451, 0.898, -3.773)
C (-4.528, 2.418, -2.293)
C (-3.760, 3.288, -3.244)
O (-2.834, 3.979, -2.443)
C (-2.692, 3.343, -1.287)
O (-1.824, 3.580, -0.436)
O (-3.659, 2.444, -1.173)
F (-4.590, 4.213, -3.695)
H (-4.624, 1.491, -2.858)
H (-5.444, 2.888, -1.935)
H (-3.190, 2.673, -3.940)
C (-0.531, -3.568, 0.148)
C (-0.101, -4.893, -0.330)
O (-0.884, -5.790, 0.395)
C (-1.168, -5.230, 1.559)
O (-1.744, -5.700, 2.561)
O (-0.849, -3.921, 1.440)
F (1.110, -5.104, 0.049)
H (-1.462, -3.200, -0.285)
H (0.265, -2.829, 0.056)
H (-0.214, -5.106, -1.393)
C (3.178, -1.140, -2.026)
Br (4.900, -0.512, -1.152)
Br (2.804, -3.055, -1.436)
Br (3.277, -1.074, -3.962)
H (2.421, -0.475, -1.612)

Atomic forces in eV per Å
Cu -1.240 -1.572 -0.015
Cu 0.239 0.028 -0.829
C 1.643 0.137 0.308
F -0.167 -0.237 1.756
F -1.704 1.063 -2.368
F -0.428 -0.105 0.915
S 2.227 2.084 -3.366
O -1.950 -2.301 -0.616
O -0.236 -1.493 1.488
N 0.811 2.236 -2.416
S -1.896 -3.014 5.325
O 0.425 0.825 -0.467
O 0.376 0.442 -0.519
C 0.649 -2.387 0.782
F -1.043 0.772 -1.177
F 0.592 0.935 -0.293
F 0.211 1.165 -0.093
C 4.569 2.405 1.769
O -0.527 -3.021 -1.145
O -0.349 -0.673 -2.388
O -3.806 2.738 3.469
C 2.695 -1.826 0.796
C -0.245 -1.476 0.471
O -1.022 0.994 0.776
C -6.191 1.186 0.096
O 4.538 1.205 -1.008
O 0.794 -1.588 0.062
F -0.017 0.457 -1.092
H 0.240 0.594 0.164
H -0.354 0.114 -0.340
H -0.540 0.385 0.037
C -0.001 0.593 -0.562
C -0.768 0.188 0.446
O 2.067 0.365 1.066
C -0.820 0.048 -0.607
O 0.262 -0.454 -0.744
O 1.633 -1.204 2.063
F -0.217 0.563 -1.594
H -0.249 -0.660 1.307
H -0.186 -0.290 -0.528
H -0.256 0.646 -0.811
C -0.893 0.615 -0.676
C -2.307 -0.701 -2.475
O -0.601 -1.486 -0.407
C -3.024 -0.709 4.024
O 2.639 1.525 -4.097
O -0.088 1.316 3.214
F 4.130 -0.501 0.722
H 0.124 0.037 -0.666
H 0.024 -0.083 0.351
H -0.101 -0.043 0.000
C 1.345 -1.084 0.579
Br -1.260 -0.511 -0.839
Br 0.204 1.819 -0.395
Br -0.021 0.230 0.854
H 0.066 -0.292 -0.309